58
Properties=species:S:1:pos:R:3 method="wB97M-V/def2-TZVPD" charge=+1 total_energy_ev=-28254.670 spin_multiplicity=2 orbital_gap_ev="9.0490 / 3.8656" s2=0.763
Li -0.08074 -2.68840 0.07229
Li -0.49143 -0.65009 1.63681
O 0.22030 -0.77594 -0.11547
H 0.79746 -0.03006 -0.37056
O -0.72676 -2.52963 1.90922
H -1.03365 -3.17920 2.57134
C -0.33340 2.59274 1.16707
C -1.54561 2.03897 1.97053
N -1.25778 0.77511 2.69989
C -2.48926 0.12757 3.25808
C -3.47503 -0.47814 2.23607
C -0.37520 0.97403 3.88363
C 0.34586 -0.32308 4.24434
H -0.65750 3.57348 0.81894
H -0.01764 1.99940 0.30897
H 0.55380 2.70074 1.79101
H -2.01149 2.77603 2.62460
H -2.29032 1.87785 1.19108
H -2.31470 -0.69921 3.94660
H -3.09382 0.80661 3.85933
H -4.16270 0.24088 1.79085
H -2.92553 -0.99457 1.44902
H -3.96822 -1.28064 2.78458
H -1.06254 1.25602 4.68122
H 0.25916 1.85574 3.79272
H 1.23638 -0.54776 3.65733
H -0.29188 -1.19906 4.12584
H 0.73996 -0.35869 5.25998
C 0.61807 0.43593 -3.52504
C 1.56345 0.06334 -4.64549
O 1.39564 -0.87059 -5.35415
C 2.82731 0.99570 -4.82754
H 1.10318 0.65319 -2.57342
H -0.17308 -0.29982 -3.38063
H 0.19456 1.38533 -3.85273
H 3.46226 0.58876 -5.61452
H 3.41277 0.96572 -3.90861
H 2.47626 2.01707 -4.97476
C -2.00236 -2.93829 -3.78854
C -2.01096 -2.51985 -2.32207
O -1.60428 -3.22821 -1.41053
C -2.68820 -1.18776 -1.97440
H -2.12031 -2.02212 -4.36717
H -2.82173 -3.59454 -4.08192
H -1.00540 -3.31277 -4.02078
H -3.76348 -1.36627 -1.97064
H -2.48848 -0.44871 -2.75030
H -2.39309 -0.77550 -1.00949
C 3.51346 0.42155 -0.94324
C 4.23075 0.96725 0.28789
O 5.35855 1.42438 0.20715
C 3.48233 0.99420 1.58937
H 2.79653 -0.33252 -0.61844
H 4.21442 0.00981 -1.66934
H 2.90645 1.14969 -1.48123
H 3.47433 -0.01809 1.99348
H 2.47224 1.37257 1.43232
H 4.02123 1.60974 2.30965